{"formula": "C4H12NO3", "method": "the ωB97M-V functional and the def2-TZVPD basis", "species": ["O", "C", "C", "C", "C", "O", "N", "H", "H", "H", "H", "H", "H", "H", "H", "H", "H", "H", "H", "O"], "xyz": [[0.880764, -0.993646, -2.113331], [1.243837, -0.155559, -1.339043], [0.779372, -0.255400, 0.128713], [1.000699, 1.031354, 0.898415], [1.015288, 0.928788, 2.413273], [-0.097529, 1.872546, 0.426199], [-0.631058, -0.652792, 0.099438], [1.862559, 0.706365, -1.625493], [1.406630, -1.036850, 0.562782], [1.879817, 1.557968, 0.519342], [1.313446, -0.077734, 2.702580], [1.714179, 1.619926, 2.885793], [0.006176, 1.060899, 2.789531], [-0.287378, 2.550064, 1.084717], [-1.208174, 0.175585, -0.124448], [-0.921348, -1.057408, 0.987397], [-0.808960, -1.284535, -0.690232], [-3.941914, -1.733864, -0.464564], [-3.091549, -1.718773, -1.796284], [-3.080878, -1.544548, -0.852598]], "forces_ev_per_angstrom": [[-0.08, 0.10, -0.10], [-0.48, -0.07, 0.05], [1.46, 0.38, -0.33], [-1.06, 1.65, -0.39], [0.16, -0.65, -0.16], [0.13, -0.41, 0.28], [-0.24, 0.20, -0.31], [0.22, -0.08, 0.04], [-0.26, -0.21, 0.05], [0.41, -0.61, 0.11], [0.18, -0.04, 0.17], [-0.26, 0.07, -0.10], [-0.13, 0.19, 0.23], [0.05, 0.08, -0.11], [0.13, -0.03, 0.51], [-0.37, -0.14, -0.20], [0.06, -0.44, 0.32], [-0.02, -0.09, -0.42], [-0.53, -0.16, -0.07], [0.60, 0.27, 0.42]], "total_charge": 1, "largest_force_ev_per_a": 1.995, "energy_ha": -439.8297, "lumo_ev": -3.6, "orbital_gap_ev": 11.12, "e_above_lowest_kcal_mol": 28.1}